Entry 1:
Entry from the OMol25 dataset: a structure of composition C31H66FeN12 (wB97M-V/def2-TZVPD).

```
110
Properties=species:S:1:pos:R:3:forces:R:3:mulliken_charge:R:1
Fe -0.437094 0.683060 0.308287 -0.2 0.7 -0.1 -0.3400
C -3.111948 0.295128 -2.127405 -0.1 0.0 0.0 -1.2421
N -2.817139 -1.096481 -1.859675 0.2 0.1 -0.1 0.3242
C -2.812964 -1.949928 -3.050606 -0.1 0.0 0.0 -1.2566
C -2.431023 -1.572286 -0.655188 -0.1 -0.1 0.1 -0.6969
N -1.774457 -0.837722 0.261336 0.1 -0.1 0.0 0.6664
C -1.947661 -1.324507 1.647516 0.0 0.1 0.0 -0.9007
C -1.751519 -0.164005 2.589832 0.0 0.0 -0.1 -1.4461
N -0.467706 0.500651 2.242164 0.0 0.0 -0.1 0.6458
C -0.408266 1.868586 2.825660 0.0 0.0 0.0 -1.5133
C 0.600706 2.719711 2.077876 -0.1 0.0 0.0 -1.0101
N 0.536593 2.393775 0.645357 0.1 -0.3 0.1 1.3931
C 1.060054 3.249839 -0.218926 0.2 -0.1 0.0 -1.5838
N 0.955220 3.029600 -1.546193 -0.2 0.1 0.0 0.7078
C 1.798424 3.738226 -2.515474 0.0 0.0 0.0 -1.2244
C 0.080750 2.006309 -2.079020 0.0 0.0 0.1 -0.4497
N 1.741415 4.377696 0.150906 -0.1 -0.1 0.1 0.7041
C 2.836557 4.378499 1.112071 0.0 0.0 0.1 -1.0142
C 1.264820 5.692707 -0.273404 0.1 0.0 -0.1 -1.0594
C 0.686534 -0.367425 2.619283 0.0 0.0 0.0 -1.2927
C 1.832812 -0.158129 1.659858 0.0 0.0 0.0 -1.5050
N 1.260238 -0.179192 0.307272 -0.1 -0.1 -0.1 1.9344
C 2.073477 -0.576350 -0.682419 0.1 0.0 0.0 -1.7817
N 3.419228 -0.468926 -0.575730 -0.1 -0.1 0.1 0.8474
C 4.303337 -1.584013 -0.910530 0.0 0.0 -0.1 -1.1396
C 4.071473 0.716632 -0.041795 0.0 0.0 0.0 -1.0522
N 1.595514 -1.089635 -1.826654 0.0 -0.1 0.0 1.0420
C 2.349352 -1.023954 -3.079778 0.0 0.0 0.0 -1.2305
C 0.340866 -1.816913 -1.895604 0.1 0.0 0.0 -0.2748
N -2.791390 -2.852033 -0.402146 0.0 0.0 0.0 0.5747
C -4.070102 -3.402276 -0.858471 0.0 0.0 0.0 -1.1583
C -1.930611 -3.816769 0.277125 0.0 0.0 -0.1 -0.8368
H -3.804319 0.339838 -2.967437 0.0 0.0 0.0 0.5998
H -2.225185 0.866466 -2.410409 0.0 0.0 0.0 0.1660
H -3.590300 0.748544 -1.268077 0.0 0.0 0.1 0.4021
H -2.267960 -1.439072 -3.846822 0.0 0.0 0.0 0.4915
H -3.825228 -2.146392 -3.404957 0.0 0.0 0.0 0.3500
H -2.318361 -2.893748 -2.841719 0.0 0.0 0.0 0.4250
H -1.236319 -2.119105 1.870380 -0.1 0.0 0.1 0.3715
H -2.945787 -1.739114 1.793250 0.0 0.0 0.0 0.8465
H -1.750941 -0.471449 3.638147 0.1 0.0 0.0 0.4244
H -2.544808 0.566882 2.443899 0.0 0.0 0.1 0.4304
H -0.171351 1.811697 3.889776 0.0 0.0 0.0 0.4772
H -1.404258 2.292084 2.730596 0.0 0.0 0.0 0.3598
H 1.596624 2.531168 2.474519 0.0 0.0 0.0 0.4154
H 0.391284 3.775849 2.256923 -0.1 0.0 0.0 0.8994
H 1.372640 4.696632 -2.809547 0.0 0.0 0.0 0.3360
H 1.888192 3.117905 -3.404545 0.0 0.0 0.0 0.4699
H 2.790431 3.902728 -2.101968 0.0 0.0 0.0 0.3745
H -0.808215 1.912969 -1.450295 0.0 0.0 0.0 -0.6131
H 0.591338 1.045231 -2.197239 0.0 0.0 0.0 0.5362
H -0.296832 2.309767 -3.055561 0.0 0.0 0.0 0.9801
H 3.159135 3.363418 1.328522 0.0 0.0 0.0 0.2736
H 2.571801 4.874818 2.048756 0.0 0.0 0.0 0.3474
H 3.685574 4.908280 0.676889 0.0 0.0 0.0 0.3449
H 0.458044 5.588338 -0.995101 0.0 0.0 0.0 0.3249
H 2.069725 6.271418 -0.729498 0.0 0.0 0.0 0.3002
H 0.886310 6.248827 0.587314 0.0 0.0 0.0 0.3512
H 0.373087 -1.399801 2.500588 0.0 0.0 0.1 0.0432
H 0.953390 -0.202340 3.664500 0.0 0.1 0.0 0.4717
H 2.542558 -0.976552 1.781535 0.0 0.0 0.0 1.2742
H 2.360855 0.772097 1.857259 0.0 0.0 0.0 0.3275
H 3.716484 -2.446417 -1.213905 0.0 0.0 0.0 0.2756
H 4.878758 -1.856320 -0.023700 0.0 0.0 0.0 0.4007
H 5.000262 -1.316650 -1.706363 0.0 0.0 0.0 0.3160
H 3.346014 1.522014 0.049026 0.0 0.0 0.0 0.1452
H 4.846650 1.033998 -0.741527 0.0 0.0 0.0 0.4424
H 4.543181 0.531687 0.926162 0.0 0.0 0.0 0.3164
H 3.033597 -0.179263 -3.065988 0.0 0.0 0.0 0.3325
H 1.638773 -0.893515 -3.895923 0.0 0.0 0.0 0.4267
H 2.913115 -1.938054 -3.266948 0.0 0.0 0.0 0.3393
H 0.496194 -2.738361 -2.459491 0.0 0.0 0.0 0.7164
H -0.423470 -1.227773 -2.410510 0.1 0.0 0.0 0.4274
H 0.025889 -2.073257 -0.890143 0.1 0.1 -0.1 -0.9986
H -4.724741 -2.608175 -1.204814 0.0 0.0 0.0 0.3460
H -4.546119 -3.901827 -0.014399 0.0 0.0 0.0 0.4011
H -3.933587 -4.135349 -1.654892 0.0 0.0 0.0 0.3927
H -0.904400 -3.462261 0.311661 -0.1 0.0 0.1 -0.2302
H -1.952790 -4.745365 -0.294975 0.0 0.0 0.0 0.3838
H -2.280221 -4.037125 1.287689 0.0 0.0 0.0 0.3737
C -4.971424 3.359842 1.500154 0.0 0.0 0.0 -1.5776
C -4.002608 3.716627 0.360717 0.0 0.0 0.0 1.2919
C -4.710666 3.653092 -1.001882 0.0 0.0 0.0 -1.5834
C -3.369545 5.098329 0.587325 0.0 0.0 0.0 -1.5135
C -2.917288 2.719256 0.361178 0.0 0.1 0.0 -0.1146
N -2.066175 1.949387 0.361752 0.0 -0.1 0.0 0.4541
H -5.812539 4.051465 1.462415 0.0 0.0 0.0 0.4531
H -4.495916 3.460788 2.476158 0.0 0.0 0.0 0.3680
H -5.362214 2.347615 1.393494 0.0 0.0 0.0 0.3756
H -5.494189 4.410187 -1.012740 0.0 0.0 0.0 0.4638
H -5.181469 2.683539 -1.165191 0.0 0.0 0.0 0.4087
H -4.024772 3.865307 -1.822829 0.0 0.0 0.0 0.3419
H -4.167978 5.838569 0.629665 0.0 0.0 0.0 0.4571
H -2.700172 5.368718 -0.230060 0.0 0.0 0.0 0.3234
H -2.823333 5.138629 1.530380 0.0 0.0 0.0 0.3601
C 3.547311 -5.615838 -0.033807 0.0 0.0 0.0 -1.4747
C 2.692423 -5.377945 1.218328 0.0 0.0 0.0 1.7162
C 1.699207 -6.531673 1.421540 0.0 0.0 0.0 -1.6464
C 3.581570 -5.205508 2.457986 0.0 0.0 0.0 -1.5731
C 1.917929 -4.135597 1.024580 0.0 0.0 0.0 -0.3307
N 1.306887 -3.171472 0.866839 0.2 -0.1 0.1 -0.1049
H 4.138164 -6.519491 0.113376 0.0 0.0 0.0 0.4170
H 4.238025 -4.789503 -0.207184 0.0 0.0 0.0 0.3266
H 2.927018 -5.756483 -0.919389 0.0 0.0 0.0 0.3754
H 2.260199 -7.457054 1.551052 0.0 0.0 0.0 0.4321
H 1.045611 -6.649863 0.556931 0.0 0.0 0.0 0.3569
H 1.089206 -6.377015 2.311438 0.0 0.0 0.0 0.3855
H 4.188316 -6.102330 2.580766 0.0 0.0 0.0 0.4138
H 2.983675 -5.073111 3.359480 0.0 0.0 0.0 0.4092
H 4.254576 -4.353763 2.351392 0.0 0.0 0.0 0.3490
```
Forces are in eV/Å.

Results
* orbital gap (spin up / spin down): 8.1 / 7.6 eV
* electronic energy: -3140.7343 Ha
* spin multiplicity: 2
* F_max: 0.720 eV/A
* total charge: +3
* ⟨S²⟩: 0.764


Entry 2:
Entry from the OMol25 dataset: the molecule C6H11NO (wB97M-V/def2-TZVPD).

```
19
Properties=species:S:1:pos:R:3:forces:R:3:nbo_charge:R:1
O 2.747870 -0.585530 0.038748 1.6 -0.4 1.2 -0.7193
C 1.826025 0.205831 -0.624880 0.4 0.1 -3.0 -0.0777
C 0.574474 0.277052 0.205327 0.2 0.6 1.8 -0.2276
C -0.547777 1.425768 0.017837 0.3 -0.8 -1.3 -0.4151
C -1.695568 0.461372 0.291936 -1.3 -1.3 0.0 -0.0892
N -2.729706 -0.429386 -0.465262 -0.9 1.0 1.6 -0.5358
C -1.357575 -0.811083 -0.399436 0.7 0.4 -0.3 -0.1250
C -0.114937 -1.236519 0.380684 -0.9 2.1 -0.1 -0.3839
H 3.231511 -0.024549 0.665138 -0.2 -0.4 -0.1 0.4632
H 1.682172 -0.400048 -1.584031 -0.4 1.0 0.9 0.1724
H 2.366210 1.161006 -0.987345 -1.4 -0.9 0.8 0.1752
H 0.916665 0.580275 1.200977 0.4 -0.5 0.1 0.1952
H -0.515138 2.049361 -0.921105 -0.1 -1.1 0.7 0.2247
H -0.367479 2.098048 0.847786 -0.4 0.4 0.0 0.2086
H -1.646519 0.223347 1.394746 -0.6 0.3 -1.2 0.1696
H -3.401372 -0.870008 0.156186 0.1 0.3 0.5 0.3543
H -1.135971 -0.702782 -1.436148 1.3 0.4 -0.7 0.1794
H 0.511261 -1.854763 -0.201929 0.6 -1.3 -0.1 0.2149
H -0.344148 -1.567393 1.420780 0.7 0.3 -0.8 0.2159
```
Forces are in eV/Å.

Results
* orbital gap: 9.5 eV
* electronic energy: -365.0256 Ha
* F_max: 3.007 eV/A


Entry 3:
Entry from the OMol25 dataset: a structure of composition C18H25Cl3N6O2PPdS3 (wB97M-V/def2-TZVPD).

```
59
Properties=species:S:1:pos:R:3:forces:R:3:nbo_charge:R:1
Pd 0.629431 -0.912769 0.086239 0.0 -0.4 0.1 0.8716
Cl -3.538765 -3.309310 -2.956552 0.0 0.0 0.0 0.1411
C -2.342848 -4.074126 -1.919482 0.0 -0.1 0.0 -0.2638
Cl -3.090139 -4.924922 -0.579258 0.0 0.0 0.0 0.1505
Cl -1.272358 -5.132134 -2.843157 0.0 0.0 0.0 0.1225
C -1.495631 -3.006660 -1.356771 0.0 0.1 0.1 0.4449
N -0.838390 -2.178494 -0.920117 0.1 0.1 -0.2 -0.4744
S -0.240109 0.910300 -1.241965 0.1 0.0 0.1 0.3296
C 0.602310 2.458689 -1.091881 0.0 0.1 0.0 0.3175
N 0.724530 3.155129 -2.204657 0.0 0.0 -0.1 -0.5118
C 1.419806 4.457068 -2.266321 0.0 0.0 0.0 -0.2302
C 2.396991 4.555660 -1.106745 0.0 0.0 0.0 -0.4362
C 1.699053 4.199326 0.196319 0.0 0.0 -0.1 -0.2325
N 1.057032 2.876281 0.060968 0.0 0.2 0.0 -0.5422
H 0.272448 2.809272 -3.040125 0.0 0.0 0.0 0.4446
H 0.667532 5.246470 -2.227760 0.0 0.0 0.0 0.2411
H 1.926291 4.516011 -3.227228 0.0 0.0 0.0 0.2548
H 2.789159 5.569065 -1.049022 0.0 0.0 0.0 0.2774
H 3.244844 3.887687 -1.269581 0.0 0.0 0.0 0.2248
H 0.934764 4.936855 0.448660 0.0 0.0 0.0 0.2324
H 2.400272 4.135993 1.025314 0.0 0.0 0.0 0.2472
H 0.880900 2.339157 0.916296 0.1 -0.3 0.1 0.4681
C 3.056440 -0.218067 -2.484523 0.0 0.0 0.0 -0.9735
P 2.625916 -1.438686 -1.225603 0.0 0.0 0.0 1.1327
C 2.312104 -3.007167 -2.051544 0.0 0.0 0.0 -0.9754
C 4.057784 -1.621718 -0.149713 0.0 0.0 0.0 -0.9716
H 3.960946 -0.538385 -3.006927 0.0 0.0 0.0 0.2852
H 3.249858 0.749448 -2.020321 0.0 0.0 0.0 0.2506
H 2.252615 -0.127857 -3.216392 0.0 0.0 0.0 0.2595
H 3.214354 -3.335000 -2.572957 0.0 0.0 0.0 0.2798
H 1.504063 -2.895534 -2.774474 0.0 0.0 0.0 0.2677
H 2.030365 -3.755413 -1.310169 0.0 0.0 0.0 0.2785
H 4.902548 -1.986102 -0.739224 0.0 0.0 0.0 0.2774
H 3.836693 -2.332421 0.645217 0.0 0.0 0.0 0.2749
H 4.319326 -0.660873 0.293271 0.0 0.0 0.0 0.2675
N 6.058659 -4.182461 5.280464 0.0 0.0 0.0 -0.7219
C 4.970637 -3.716240 4.654322 0.1 0.0 0.0 0.2587
C 4.211023 -2.663444 5.219899 0.0 0.0 0.0 -0.2470
C 3.087818 -2.200827 4.593957 0.0 0.0 0.0 -0.1531
C 2.700648 -2.745907 3.359956 0.0 0.0 -0.1 -0.4436
C 3.437609 -3.793030 2.785837 0.1 0.0 0.0 -0.1621
C 4.554481 -4.267717 3.420645 0.0 0.0 0.0 -0.2609
S 1.212345 -2.304151 2.654660 -0.1 -0.1 0.2 2.2920
O 1.167832 -2.812936 1.275711 -0.1 0.0 -0.2 -0.9716
O 0.080581 -2.544444 3.494286 0.1 0.1 0.0 -0.8817
N 1.238590 -0.648513 2.301075 -0.4 0.3 -0.1 -0.8151
C 0.631429 0.233476 3.062677 0.3 -0.2 0.0 0.2561
S -0.073214 -0.035750 4.673744 0.0 0.0 -0.1 0.5918
C -0.435188 1.601018 4.755716 0.0 0.0 0.0 -0.3343
C -0.054305 2.268524 3.580364 0.0 0.0 0.0 0.0635
N 0.528106 1.526023 2.654144 -0.1 0.2 0.0 -0.5145
H 6.341561 -3.823162 6.176057 0.0 0.0 0.0 0.4178
H 6.583683 -4.956507 4.911159 0.0 0.0 0.0 0.4174
H 4.514979 -2.239744 6.167982 0.0 0.0 0.0 0.2408
H 2.507269 -1.417167 5.064506 0.0 0.0 0.0 0.2230
H 3.105843 -4.249200 1.862787 0.0 0.0 0.0 0.2405
H 5.111500 -5.089571 2.990347 0.0 0.0 0.0 0.2401
H -0.924498 2.035469 5.615455 0.0 0.0 0.0 0.2919
H -0.220318 3.324266 3.416418 0.0 0.0 0.0 0.2422
```
Forces are in eV/Å.

Results
* orbital gap (spin up / spin down): 7.7 / 2.7 eV
* electronic energy: -4223.2812 Ha
* spin multiplicity: 5
* F_max: 0.495 eV/A
* total charge: +3
* ⟨S²⟩: 6.026


Entry 4:
Entry from the OMol25 dataset: a structure of composition C20H43OP3PmS (wB97M-V/def2-TZVPD).

```
69
Properties=species:S:1:pos:R:3:forces:R:3:mulliken_charge:R:1
Pm 0.543894 -0.824941 0.361556 -4.5 8.9 5.7 0.7673
P -0.647107 1.632945 1.693220 -0.4 1.2 0.3 0.5423
P -2.263348 -1.150356 -0.243283 -1.8 -0.1 -0.7 0.9412
P 2.908208 0.826780 0.231866 1.5 1.4 0.2 0.6908
H 0.611132 -2.071824 -2.028177 -0.2 0.4 0.7 -0.0758
C 1.360331 -2.052591 -1.216704 2.5 -6.9 -1.9 0.0152
C 1.200697 -2.826127 -0.062210 3.2 -4.7 -5.1 -0.6030
H 0.346741 -3.518832 0.061346 -0.2 0.9 0.1 0.3226
C -0.883440 3.178699 0.733674 0.1 -0.1 -0.1 -1.1780
C -2.238852 1.573700 2.603716 -0.1 -0.4 -0.1 -1.2180
C 0.443305 2.212022 3.052382 0.2 -0.2 0.1 -1.0686
C -2.715119 -2.505627 -1.393743 0.4 -0.1 -0.1 -1.2140
C -3.435654 -1.504484 1.127150 0.4 0.0 0.5 -1.1519
C -3.076856 0.283857 -1.056227 0.4 0.2 0.0 -1.0135
C 4.338395 0.365877 -0.817790 -0.3 -0.4 -0.2 -1.2014
C 3.737607 0.924022 1.870674 -0.3 -0.4 0.2 -1.2343
C 2.743305 2.606538 -0.189820 -0.4 -0.1 -0.2 -1.2176
H 2.350603 -1.690870 -1.543534 -0.4 0.4 0.5 0.3765
H 2.062528 -3.060621 0.591253 -0.4 0.6 -0.2 0.3514
H -1.237748 3.979344 1.397809 0.1 -0.2 -0.2 0.4291
H -1.624577 3.006630 -0.056732 0.1 0.2 0.2 0.3469
H 0.059722 3.478633 0.261587 -0.3 0.0 0.1 0.2848
H -2.374401 2.519878 3.146871 0.0 -0.3 -0.2 0.5235
H -2.227207 0.746290 3.324611 -0.1 0.2 -0.1 0.2525
H -3.078698 1.425365 1.913990 0.1 0.1 0.2 0.3771
H -0.132790 2.868563 3.719575 0.2 -0.1 -0.2 0.5050
H 1.307687 2.761019 2.658256 -0.2 -0.1 0.1 0.3889
H 0.804259 1.346802 3.625617 0.0 0.3 0.0 0.2113
H -3.792813 -2.475317 -1.609708 0.3 0.0 0.1 0.4133
H -2.467237 -3.467246 -0.926406 -0.1 0.1 -0.2 0.4636
H -2.152891 -2.420245 -2.331740 -0.2 -0.1 0.2 0.2500
H -4.407887 -1.028567 0.937536 0.3 -0.2 0.0 0.4095
H -3.033714 -1.128845 2.076250 -0.3 -0.1 -0.1 0.0984
H -3.571439 -2.590216 1.212564 0.0 0.3 0.0 0.4648
H -4.155755 0.091287 -1.135445 0.3 0.0 0.0 0.4759
H -2.660619 0.422991 -2.062318 -0.1 0.0 0.2 0.0513
H -2.910465 1.203629 -0.479776 -0.1 -0.2 -0.2 0.2308
H 5.213110 0.964425 -0.528006 -0.3 -0.1 -0.1 0.5019
H 4.103558 0.537436 -1.876153 0.1 -0.1 0.2 0.3209
H 4.569048 -0.697647 -0.677590 0.1 0.2 -0.1 0.4039
H 4.719341 1.401557 1.750542 -0.3 -0.1 0.1 0.4349
H 3.880381 -0.091916 2.263318 0.1 0.3 0.0 0.3650
H 3.132566 1.491594 2.588003 0.2 -0.1 -0.2 0.3082
H 3.737490 3.042221 -0.358653 -0.2 -0.1 0.1 0.4647
H 2.232378 3.161026 0.606999 0.2 -0.1 -0.2 0.3316
H 2.153499 2.695131 -1.112369 0.2 0.1 0.2 0.3538
C 0.367221 0.329792 -4.807200 -1.2 0.3 -0.1 0.3866
C -0.125851 1.380086 -5.600745 0.0 -0.4 0.3 -0.3719
C -1.506248 1.544665 -5.754459 0.1 -0.1 0.3 -0.5305
C -2.387037 0.699372 -5.068853 0.1 -0.2 -0.1 -0.4571
C -1.891696 -0.428560 -4.400960 0.1 0.2 -0.1 -0.7553
C -0.516321 -0.626910 -4.286453 0.0 0.6 0.0 -0.5342
S 2.057157 0.231413 -4.352079 0.4 -2.5 -0.3 -0.2059
H 2.239357 1.461350 -4.105965 0.3 2.3 0.3 0.1258
H 0.587285 2.071313 -6.048023 -0.3 -0.1 0.0 0.4416
H -1.892469 2.346567 -6.387410 0.1 -0.2 0.3 0.4058
H -3.459107 0.908285 -5.060169 0.3 -0.2 -0.3 0.4195
H -2.567383 -1.157091 -3.956459 0.0 0.2 -0.2 0.6647
H -0.096478 -1.479908 -3.751830 -0.2 0.0 -0.2 0.5939
C 1.582855 -3.060337 3.937812 -0.1 -0.3 0.4 -1.2610
C 0.579907 -2.015499 3.613822 -0.1 0.3 -0.3 0.7665
C -0.441411 -1.665716 4.631977 0.0 -0.2 0.5 -0.9550
O 0.589158 -1.433981 2.489974 0.1 -0.7 0.7 -0.2975
H 1.322361 -3.513099 4.903026 0.3 0.0 -0.4 0.4756
H 2.593620 -2.629893 4.024044 -0.3 0.0 -0.1 0.3152
H 1.604447 -3.850536 3.173067 0.0 0.3 0.1 0.3230
H -0.398741 -0.597520 4.897461 0.0 -0.2 -0.2 0.2500
H -1.456219 -1.896423 4.269167 0.3 0.1 0.0 0.2525
H -0.255559 -2.259347 5.536266 -0.3 0.3 -0.2 0.4552
```
Forces are in eV/Å.

Results
* orbital gap (spin up / spin down): 3.3 / 3.5 eV
* electronic energy: -2892.6447 Ha
* spin multiplicity: 5
* F_max: 11.450 eV/A
* total charge: +3
* ⟨S²⟩: 6.029